51
Properties=species:S:1:pos:R:3:mulliken_charge:R:1 method="wB97M-V/def2-TZVPD" s_squared=6.0156 spin_multiplicity=5 gap_ev="7.843 / 8.115" de_lowest_ev=0.868 max_force_ev_per_a=3.39
Fe -2.252 -0.886 0.258 0.023
C -0.011 -0.338 -1.683 -1.299
N -0.211 -0.239 -0.185 0.684
C -0.125 1.207 0.304 -0.988
C -0.820 1.323 1.643 -1.071
N -2.277 0.772 1.586 0.537
C -2.665 0.364 3.000 -0.975
C -3.289 1.653 0.987 0.240
C -3.385 2.927 1.464 -0.179
C -4.552 3.659 1.244 -0.560
C -5.678 3.046 0.620 -0.378
C -5.535 1.736 0.114 -0.879
C -4.249 1.110 0.061 0.579
S -3.914 -0.252 -0.941 -0.498
C 0.668 -1.098 0.540 -0.116
C 2.003 -0.747 0.741 -0.304
C 2.847 -1.487 1.525 -0.517
C 2.363 -2.472 2.390 -0.797
C 1.058 -2.973 2.096 -0.396
C 0.161 -2.236 1.248 0.442
S -1.509 -2.767 1.019 -0.404
H 0.821 0.293 -2.114 0.385
H -0.935 -0.200 -2.259 0.259
H 0.252 -1.356 -1.840 0.415
H -0.551 1.841 -0.449 0.608
H 0.883 1.594 0.519 0.480
H -0.776 2.307 2.094 0.492
H -0.436 0.699 2.477 0.619
H -2.234 1.099 3.739 0.328
H -2.154 -0.584 3.206 0.274
H -3.759 0.108 3.079 0.297
H -2.615 3.328 2.153 0.185
H -4.555 4.649 1.724 0.322
H -6.578 3.653 0.652 0.366
H -6.390 1.416 -0.463 0.377
H 2.382 0.126 0.190 0.258
H 3.890 -1.355 1.477 0.435
H 2.968 -3.095 3.028 0.354
H 0.643 -3.853 2.611 0.371
C 3.351 -2.062 -3.694 -0.915
N 4.101 -0.956 -3.104 0.191
C 5.441 -1.159 -2.448 -0.801
C 3.698 0.288 -3.378 0.028
O 2.626 0.543 -3.923 -0.604
H 3.724 -2.377 -4.683 0.309
H 2.364 -1.679 -3.854 0.266
H 3.478 -2.874 -2.987 0.340
H 5.463 -2.271 -2.126 0.243
H 5.533 -0.549 -1.543 0.339
H 6.332 -0.957 -3.083 0.280
H 4.402 1.085 -3.034 0.354